Record 1
{"formula": "CH3O5S", "method": "ωB97M-V with the def2-TZVPD basis set", "e_lumo_ev": 3.86, "e_above_lowest_kcal_mol": 1.7, "total_charge": -1, "homo_lumo_gap_ev": 9.4, "homo_ha": -0.2044, "symbols": ["C", "O", "O", "O", "O", "O", "S", "H", "H", "H"], "positions_angstrom": [[1.8803, -0.1246, 0.3357], [-3.1003, -0.0317, 0.0210], [-1.2906, 1.5461, -0.5077], [-0.9886, -1.0136, -0.5312], [1.5193, -1.2694, 0.1194], [1.3567, 0.9241, -0.0769], [-1.7024, 0.1110, 0.3127], [2.7767, -0.0329, 1.0644], [-0.0506, -1.3961, -0.2912], [-0.4005, 1.2871, -0.4463]], "forces_ev_per_a": [[0.967, 1.945, 1.165], [-1.125, -0.216, -0.138], [-2.780, -1.783, 0.671], [0.117, -0.736, -0.696], [-0.734, -2.895, -0.375], [0.157, 0.456, 0.080], [0.395, 0.873, 0.361], [-0.618, 0.128, -0.794], [-0.298, 1.572, 0.239], [3.919, 0.657, -0.513]]}

Record 2
{"formula": "C25H31IrN11OTe", "method": "ωB97M-V with the def2-TZVPD basis set", "s_squared": 8.769, "e_lumo_ev": [0.22, -2.70], "e_above_lowest_kcal_mol": 0.0, "total_charge": 0, "homo_lumo_gap_ev": [8.1, 5.5], "spin_multiplicity": 6, "homo_ha": [-0.2904, -0.3009], "symbols": ["Ir", "N", "C", "N", "N", "N", "N", "C", "N", "N", "N", "N", "H", "C", "C", "C", "N", "H", "H", "H", "H", "H", "C", "C", "O", "N", "Te", "C", "C", "C", "C", "C", "C", "C", "C", "C", "C", "C", "C", "C", "C", "C", "C", "C", "C", "H", "H", "H", "H", "H", "H", "H", "H", "H", "H", "H", "H", "H", "H", "H", "H", "H", "H", "H", "H", "H", "H", "H", "H", "H"], "positions_angstrom": [[0.1634, 0.0144, 1.5473], [2.9719, -0.6999, -0.4605], [2.4220, -1.7328, 0.2565], [2.8506, -2.9793, 0.2461], [2.0187, -3.6376, 1.0784], [1.1352, -2.8545, 1.5629], [1.3610, -1.6072, 1.0718], [2.2716, 0.4313, -0.7862], [2.7629, 1.4534, -1.4735], [1.7487, 2.3268, -1.5440], [0.7115, 1.8607, -0.9515], [0.9927, 0.6319, -0.4524], [3.8847, -0.8311, -0.8602], [-0.0546, -3.3857, -1.8255], [-1.4920, -2.9883, -1.4811], [-1.5068, -2.0119, -0.4019], [-1.4452, -1.2381, 0.4401], [-0.0665, -4.1100, -2.6377], [0.4478, -3.8274, -0.9669], [0.5172, -2.5163, -2.1477], [-2.0865, -3.8450, -1.1589], [-2.0018, -2.5341, -2.3338], [1.9139, 3.5144, 2.6305], [1.5053, 2.0723, 2.5758], [2.2875, 1.1585, 2.8199], [0.1951, 1.7693, 2.2047], [-1.0139, 3.4338, 0.9546], [-2.1684, 4.8048, -0.2227], [-3.5051, 5.1465, 0.0369], [-4.2893, 4.6117, 1.1974], [-4.1470, 6.0450, -0.8140], [-3.5051, 6.6145, -1.9026], [-4.2256, 7.5544, -2.8250], [-2.1711, 6.2982, -2.1165], [-1.4871, 5.4132, -1.2912], [-0.0471, 5.1203, -1.5856], [-2.4753, 1.9407, 0.8942], [-2.9745, 1.4166, 2.0915], [-2.5377, 1.8577, 3.4570], [-3.9699, 0.4456, 2.0141], [-4.4674, -0.0016, 0.8017], [-5.5238, -1.0643, 0.7425], [-3.9618, 0.5544, -0.3661], [-2.9657, 1.5209, -0.3546], [-2.4804, 2.0673, -1.6633], [2.8347, 3.5951, 3.2040], [1.1388, 4.1451, 3.0631], [2.1103, 3.8627, 1.6123], [-3.7240, 4.6678, 2.1292], [-4.5799, 3.5722, 1.0489], [-5.1995, 5.1957, 1.3310], [-5.1782, 6.3148, -0.6116], [-5.1972, 7.8391, -2.4231], [-4.3911, 7.0884, -3.7985], [-3.6483, 8.4638, -2.9958], [-1.6454, 6.7620, -2.9450], [0.3502, 5.8412, -2.2989], [0.1008, 4.1242, -2.0035], [0.5929, 5.1629, -0.6980], [-2.0900, 2.8531, 3.4630], [-1.7940, 1.1783, 3.8751], [-3.4001, 1.8751, 4.1231], [-4.3663, 0.0363, 2.9367], [-5.7842, -1.4187, 1.7385], [-5.1782, -1.9205, 0.1604], [-6.4320, -0.6930, 0.2651], [-4.3428, 0.2170, -1.3246], [-2.7413, 1.3804, -2.4695], [-1.3954, 2.1933, -1.6814], [-2.9392, 3.0319, -1.8790]], "forces_ev_per_a": [[0.101, -0.633, -0.616], [0.015, 0.052, -0.026], [-0.230, -0.206, 0.306], [0.155, 0.226, -0.182], [0.106, -0.177, -0.022], [-0.130, 0.188, 0.107], [0.142, -0.539, 0.012], [-0.091, 0.106, -0.013], [0.064, -0.113, -0.036], [0.188, 0.021, -0.119], [-0.142, -0.020, 0.282], [0.077, 0.233, 0.110], [-0.006, -0.010, -0.043], [0.055, -0.013, -0.035], [-0.134, 0.022, 0.001], [0.015, -0.011, 0.048], [-0.013, 0.096, 0.067], [0.005, -0.011, 0.001], [-0.012, -0.013, -0.003], [0.002, 0.007, 0.003], [0.046, -0.026, -0.026], [0.019, -0.043, -0.009], [0.228, 0.044, 0.037], [-0.592, -0.189, 0.015], [0.059, 0.112, -0.065], [0.900, -0.012, 0.794], [-0.536, 0.879, -0.410], [-0.086, 0.204, -0.178], [0.076, 0.077, -0.198], [-0.084, -0.071, 0.172], [0.059, -0.074, 0.063], [0.003, -0.003, -0.009], [-0.056, 0.053, -0.055], [0.078, -0.004, 0.024], [-0.165, 0.105, 0.057], [0.257, -0.047, -0.064], [0.001, -0.068, -0.059], [-0.112, -0.057, -0.136], [0.014, 0.104, 0.178], [0.037, 0.016, 0.013], [0.007, 0.058, 0.045], [-0.070, -0.069, 0.016], [0.064, 0.065, -0.027], [-0.133, -0.037, 0.117], [0.094, -0.065, -0.237], [-0.017, 0.043, -0.014], [-0.015, -0.010, 0.038], [0.005, 0.004, 0.011], [0.046, -0.046, 0.045], [-0.004, -0.071, -0.009], [0.014, -0.015, 0.028], [0.007, -0.023, 0.021], [0.005, -0.005, 0.007], [0.006, -0.005, 0.004], [0.015, -0.011, 0.011], [0.024, -0.028, 0.015], [0.013, -0.022, -0.006], [-0.036, -0.009, -0.044], [-0.077, 0.064, -0.007], [-0.037, -0.015, -0.010], [-0.028, -0.017, -0.013], [0.012, 0.012, 0.043], [0.001, -0.013, 0.004], [-0.008, -0.002, 0.000], [0.007, -0.009, -0.007], [0.007, 0.012, -0.008], [-0.006, -0.006, -0.003], [-0.027, 0.017, 0.011], [-0.141, -0.004, 0.026], [-0.046, 0.002, -0.046]]}

Record 3
{"formula": "C5H24O7", "method": "ωB97M-V with the def2-TZVPD basis set", "e_lumo_ev": 0.08, "e_above_lowest_kcal_mol": 55.2, "total_charge": 0, "homo_lumo_gap_ev": 8.7, "homo_ha": -0.3161, "symbols": ["C", "C", "C", "C", "C", "H", "H", "H", "H", "H", "H", "H", "H", "H", "H", "O", "H", "H", "O", "H", "H", "O", "H", "H", "O", "H", "H", "O", "H", "H", "O", "H", "H", "O", "H", "H"], "positions_angstrom": [[-1.3683, 0.6708, -2.3162], [-0.6344, -0.3214, -1.4212], [-1.2058, -1.4061, -0.9002], [-0.3682, -2.3930, -0.2028], [-2.6959, -1.6103, -0.9507], [-2.4487, 0.4265, -2.5341], [-1.2761, 1.6878, -2.2959], [-0.9454, 0.4367, -3.2687], [0.3425, 0.0441, -1.3716], [-1.1664, -3.2121, 0.2026], [0.1052, -1.9698, 0.7455], [0.4419, -2.8927, -0.6898], [-3.1764, -0.6384, -1.1054], [-2.9931, -2.1686, -0.1252], [-2.8888, -2.4471, -1.6014], [2.1934, 1.1696, 1.5707], [2.0388, 1.5326, 2.4751], [2.5777, 0.3353, 1.7543], [-3.0215, 1.2740, 0.1906], [-2.2218, 0.9749, -0.2417], [-2.7165, 2.1828, 0.4415], [-0.5688, 0.3087, 3.4252], [-0.7577, 1.1526, 3.9618], [-1.4674, 0.0873, 3.0493], [2.7680, 2.2639, -0.7566], [3.1939, 1.9257, -1.6355], [2.3921, 1.5599, -0.2059], [1.7464, -1.7746, 2.6599], [1.9828, -1.0285, 3.2570], [0.9651, -2.2101, 3.0393], [3.1250, -0.6937, -1.2148], [3.8110, -1.3075, -1.3103], [2.5367, -1.1624, -0.7691], [0.1648, 3.1352, -0.6681], [0.7003, 2.3376, -0.2019], [0.8356, 3.7303, -0.9860]], "forces_ev_per_a": [[-1.944, -3.561, -1.387], [-2.604, 1.570, -0.585], [0.726, 1.259, -0.507], [-1.843, -1.983, 3.835], [1.520, 0.240, -0.960], [0.999, 0.283, 0.635], [0.583, 2.661, 1.185], [0.502, -0.141, -1.128], [1.936, -0.537, 0.573], [2.287, 1.388, -0.818], [-0.673, -0.328, -1.088], [0.199, -0.278, -0.875], [-0.552, -1.043, -0.068], [-0.689, 0.034, 2.512], [-0.410, 0.287, -1.632], [-0.728, 1.443, 1.402], [-0.062, -0.140, -1.231], [0.561, -1.505, -0.086], [0.395, 1.655, 0.763], [0.368, -0.514, -0.267], [-0.704, -0.956, -0.212], [-1.820, 1.615, 0.792], [0.394, -1.954, -1.234], [1.438, 0.367, 0.446], [1.386, 0.002, -2.637], [-1.532, 0.339, 2.889], [0.885, -0.200, -0.544], [0.340, 0.442, 0.504], [-0.707, -1.021, -0.408], [0.383, 0.508, -0.018], [2.659, 4.035, -2.695], [1.963, -1.133, -0.488], [-4.676, -3.011, 3.223], [0.500, -3.073, 2.009], [-1.797, 3.252, -1.857], [0.715, -0.004, -0.045]]}

Record 4
{"formula": "C4H9N3", "method": "ωB97M-V with the def2-TZVPD basis set", "e_lumo_ev": 0.86, "e_above_lowest_kcal_mol": 148.6, "total_charge": 0, "homo_lumo_gap_ev": 9.4, "homo_ha": -0.3134, "symbols": ["H", "N", "C", "N", "N", "C", "C", "C", "H", "H", "H", "H", "H", "H", "H", "H"], "positions_angstrom": [[2.0010, 1.0475, -1.2492], [2.7601, 0.4977, -0.6693], [2.2843, -0.1941, 0.1695], [1.0975, -0.8397, 0.4509], [0.0829, -0.1898, -0.1242], [-0.5854, 1.1001, 0.3749], [-2.0803, 0.2604, -0.1552], [-1.1357, -0.9067, -0.5896], [3.2316, -0.4609, 0.8456], [0.7779, -1.0854, 1.3411], [-0.2533, 2.0317, -0.0370], [-0.7373, 1.1548, 1.5615], [-2.9543, -0.0754, 0.7041], [-2.5681, 0.6456, -1.1298], [-0.5612, -1.3054, -1.6503], [-1.3595, -1.6804, 0.1570]], "forces_ev_per_a": [[1.541, -1.733, 0.709], [-0.925, 6.722, -6.564], [3.162, -5.490, 7.236], [-0.054, 1.136, -1.222], [-3.341, 3.258, -1.758], [-3.249, -4.252, 2.432], [-0.152, 0.958, -1.262], [3.676, -0.713, 0.289], [-2.501, -0.688, -0.308], [1.029, -0.717, 2.291], [0.020, 0.323, -0.384], [0.742, 0.063, -2.371], [2.868, 1.225, -2.539], [0.424, 0.064, 2.049], [-3.450, 0.659, 2.204], [0.209, -0.817, -0.802]]}

Record 5
{"formula": "C18H20N2O5S", "method": "ωB97M-V with the def2-TZVPD basis set", "e_lumo_ev": 0.72, "e_above_lowest_kcal_mol": 13.4, "total_charge": 0, "homo_lumo_gap_ev": 9.6, "homo_ha": -0.3274, "symbols": ["C", "C", "O", "C", "O", "C", "N", "C", "C", "C", "C", "C", "O", "C", "C", "O", "N", "C", "C", "C", "C", "C", "S", "C", "C", "O", "H", "H", "H", "H", "H", "H", "H", "H", "H", "H", "H", "H", "H", "H", "H", "H", "H", "H", "H", "H"], "positions_angstrom": [[-6.0965, -2.6499, -1.2457], [-6.5533, -1.2831, -0.7590], [-5.7205, -0.8055, 0.3037], [-4.5875, -0.1936, -0.0379], [-4.2357, 0.0156, -1.1663], [-3.8406, 0.2388, 1.2196], [-2.4826, 0.6343, 0.9807], [-2.1382, 1.7923, 0.1759], [-0.6548, 1.6044, -0.0533], [0.3841, 2.6901, -0.1809], [1.4386, 2.0798, -0.7076], [1.0057, 0.6450, -0.9360], [-0.3732, 0.7857, -1.1855], [0.9892, -0.0637, 0.4740], [2.3058, 0.1200, 1.2035], [2.5405, 1.0657, 1.9250], [3.2072, -0.8543, 0.9481], [4.5757, -0.7805, 1.4080], [5.5212, -0.5844, 0.2663], [5.3240, 0.1391, -0.8691], [6.4338, 0.1093, -1.7439], [7.4570, -0.6370, -1.2606], [7.0866, -1.3251, 0.2719], [-0.1723, 0.6913, 1.1165], [-1.4330, -0.0788, 1.4591], [-1.5201, -1.1132, 2.0809], [-6.0775, -3.3559, -0.4192], [-6.7802, -3.0120, -2.0081], [-5.0990, -2.5780, -1.6719], [-7.5564, -1.3298, -0.3309], [-6.5289, -0.5591, -1.5799], [-3.8154, -0.6033, 1.9179], [-4.4056, 1.0601, 1.6789], [-2.6829, 1.7713, -0.7699], [-2.3503, 2.7230, 0.7157], [0.2749, 3.6929, 0.1782], [2.4195, 2.4626, -0.9054], [1.5037, 0.0885, -1.7259], [0.7490, -1.1201, 0.3420], [2.9744, -1.5969, 0.3081], [4.6167, 0.0735, 2.0946], [4.8380, -1.6878, 1.9618], [4.4164, 0.6795, -1.0716], [6.4634, 0.6236, -2.6876], [8.4133, -0.8293, -1.7041], [0.1660, 1.2548, 1.9899]], "forces_ev_per_a": [[0.041, 0.350, 0.227], [-0.165, -0.133, -0.480], [-0.071, -0.077, 0.349], [0.198, 0.172, 0.244], [0.083, -0.058, -0.151], [0.044, -0.157, 0.024], [-0.545, 0.117, -0.245], [0.123, 0.139, -0.262], [0.024, 0.227, 0.515], [-0.071, -0.149, -0.337], [-0.218, 0.139, -0.243], [0.455, -0.096, 0.095], [-0.450, -0.280, -0.023], [-0.158, 0.119, -0.007], [-0.363, -0.354, -0.061], [0.053, 0.307, 0.188], [0.320, -0.331, -0.076], [-0.040, 0.125, 0.253], [0.366, -0.194, -0.027], [-0.057, -0.113, 0.261], [0.192, -0.018, -0.079], [0.088, -0.177, 0.280], [-0.395, 0.366, -0.321], [-0.061, -0.102, -0.109], [0.384, 0.064, 0.011], [0.040, -0.361, 0.183], [-0.020, -0.097, 0.038], [-0.069, -0.066, -0.089], [0.050, -0.032, -0.061], [0.124, 0.053, -0.054], [-0.081, -0.084, 0.166], [-0.074, 0.162, -0.062], [-0.010, -0.125, -0.014], [0.048, 0.094, 0.091], [0.034, -0.010, -0.069], [0.095, 0.286, 0.148], [0.250, 0.174, 0.073], [-0.024, 0.003, 0.000], [0.037, 0.021, 0.022], [-0.104, 0.091, 0.032], [0.023, -0.229, -0.062], [-0.045, 0.125, 0.014], [-0.198, 0.078, -0.009], [0.049, 0.071, -0.170], [0.189, -0.009, -0.149], [-0.091, -0.031, -0.054]]}

Record 6
{"formula": "C13H30BCoF4N5O9", "method": "ωB97M-V with the def2-TZVPD basis set", "s_squared": 6.010, "e_lumo_ev": [-4.00, -5.10], "total_charge": 1, "homo_lumo_gap_ev": [9.3, 8.6], "spin_multiplicity": 5, "homo_ha": [-0.4873, -0.5029], "symbols": ["Co", "C", "C", "C", "C", "C", "C", "N", "O", "C", "C", "C", "H", "H", "H", "H", "H", "H", "H", "H", "H", "H", "H", "H", "H", "H", "H", "H", "H", "H", "B", "F", "F", "F", "F", "C", "N", "O", "O", "H", "H", "H", "C", "N", "O", "O", "H", "H", "H", "C", "N", "O", "O", "H", "H", "H", "C", "N", "O", "O", "H", "H", "H"], "positions_angstrom": [[0.7107, 0.1106, -1.2617], [-2.6305, 1.4274, 2.4299], [-1.7231, 0.2246, 2.0578], [-2.2379, -1.0245, 2.8048], [-3.4580, -1.7232, 2.0765], [-3.2075, -2.0192, 0.6668], [-2.7360, -0.7919, -0.1154], [-1.6089, -0.1207, 0.5664], [-0.9602, 0.9647, -0.1977], [-3.9123, 0.1873, -0.4766], [-2.3396, -1.4642, -1.4746], [-0.3703, 0.6074, 2.6612], [-3.6864, 1.2049, 2.2762], [-2.4212, 2.3307, 1.8568], [-2.6264, 1.7297, 3.4771], [-2.6644, -0.7569, 3.7715], [-1.3760, -1.6821, 2.9180], [-4.3819, -1.1539, 2.1783], [-3.7654, -2.6395, 2.5805], [-4.1382, -2.4139, 0.2594], [-2.4416, -2.7928, 0.6115], [-4.2876, 0.7218, 0.3961], [-4.7002, -0.2419, -1.0956], [-3.6049, 1.0917, -1.0018], [-2.0051, -0.7018, -2.1782], [-3.1671, -1.9829, -1.9588], [-1.4552, -2.0835, -1.3248], [0.1104, 1.5577, 2.4292], [0.3382, -0.2064, 2.5063], [-0.6462, 0.6129, 3.7157], [0.3985, -0.3898, -3.6871], [-0.6583, -0.6352, -4.4612], [1.6337, -0.5283, -4.2611], [0.3681, 0.8599, -3.1127], [0.3693, -1.3166, -2.6923], [3.1180, 2.4073, 2.0472], [2.7097, 1.0613, 1.5637], [2.1563, 1.0807, 0.4046], [2.9630, 0.0780, 2.2746], [4.0363, 2.6015, 1.4931], [3.3141, 2.5187, 3.1136], [2.3199, 3.0660, 1.7047], [1.9005, 4.4840, -3.2257], [1.6979, 3.9749, -1.7951], [1.4991, 4.7621, -0.8880], [1.6940, 2.7333, -1.7142], [1.3733, 3.8371, -3.9269], [2.9674, 4.5401, -3.4417], [1.4463, 5.4738, -3.2712], [4.0604, -2.2283, -2.6868], [3.8399, -0.8441, -2.1789], [4.7511, -0.0695, -2.2908], [2.7232, -0.5803, -1.7405], [5.1279, -2.4240, -2.5856], [3.6627, -2.2366, -3.7016], [3.5779, -2.9246, -2.0009], [0.9114, -2.7880, 2.0189], [1.4946, -2.4151, 0.6967], [2.5721, -2.9639, 0.3157], [0.9781, -1.4943, 0.0538], [-0.1555, -2.8014, 1.7963], [1.2287, -2.0422, 2.7478], [1.3129, -3.7679, 2.2769]], "forces_ev_per_a": [[0.522, 0.455, 1.116], [-1.260, 0.226, -1.185], [0.009, 0.796, 0.428], [-1.440, -0.534, -1.107], [0.169, 0.357, 2.023], [0.268, 0.288, 0.129], [-1.255, -1.187, -2.651], [0.736, 4.714, -1.350], [-1.481, -4.521, 2.287], [0.700, 1.296, 0.900], [1.355, 1.685, 0.162], [0.067, -1.038, 0.267], [-0.031, -0.120, -0.245], [0.229, -0.137, -0.174], [0.746, -0.485, 0.117], [0.663, 0.246, 0.163], [-0.370, -0.301, 0.242], [0.194, 0.674, 0.030], [0.496, -0.171, 0.325], [0.238, 0.061, -0.528], [0.072, -0.139, -0.294], [-0.606, -0.790, 0.316], [0.131, -0.434, 0.427], [0.804, -0.388, -0.602], [-0.206, 0.106, -0.143], [0.070, -0.111, 0.461], [-0.319, -0.466, -0.035], [-0.536, -0.002, -0.432], [0.154, 0.188, 0.017], [0.559, 0.110, 0.207], [0.916, -0.774, -3.262], [-1.167, 0.282, -1.258], [0.809, 0.049, -1.065], [-0.458, 2.173, 1.338], [-0.367, -1.893, 3.250], [-0.050, 0.480, -0.645], [-0.670, -1.161, -0.816], [1.407, -0.563, 3.538], [-0.947, 1.623, -2.059], [-0.068, 0.229, -0.022], [-0.227, -0.750, -0.128], [0.276, 0.127, 0.016], [-0.444, 0.646, 0.494], [-0.401, -1.132, -0.958], [0.372, -0.896, -0.748], [0.067, 1.809, 0.454], [0.247, -0.262, 0.393], [-0.127, -0.158, 0.187], [0.238, -0.028, 0.152], [0.302, -0.312, 0.839], [0.066, -0.082, -0.555], [-0.419, 0.201, 0.331], [0.496, 0.196, 0.036], [-0.084, 0.241, -0.575], [0.095, -0.151, 0.136], [-0.463, 0.225, -0.328], [0.033, -0.526, -0.897], [4.144, -0.180, -1.809], [-3.580, 1.393, 1.380], [-0.483, -1.361, 1.437], [0.087, -0.021, 0.559], [-0.140, 0.040, -0.212], [-0.138, 0.156, -0.072]]}